The following is a quantum chemistry calculation of a structure of composition C20H60CuIO24S in a non-equilibrium geometry, from the OMol25 dataset.

## Properties
- Energy above the lowest of the compared OMol25 structures with the same formula, charge and spin: 0.00 kcal per mole
- Charge: -1
- LUMO energy (alpha / beta): 1.76 / 0.05 eV
- Orbital gap (alpha / beta): 6.56 / 4.83 eV
- E: -4939.91580 Eh
- Spin multiplicity: 2

XYZ file:
```
107
C20H60CuIO24S ωB97M-V/def2-TZVPD
H -25.43 12.78 -23.19
C -24.97 15.81 -14.58
H -23.09 13.88 -22.60
C -23.72 14.34 -23.36
C -19.38 19.74 -20.89
H -24.77 14.04 -13.83
Cu -24.28 18.42 -21.54
H -17.95 17.89 -18.02
H -25.97 19.47 -19.36
H -18.77 17.30 -19.30
H -24.89 12.34 -19.42
O -23.17 20.20 -21.10
H -25.82 15.78 -15.27
O -24.08 21.73 -19.46
H -20.19 20.88 -19.51
C -18.18 15.44 -23.41
C -25.20 13.84 -23.05
O -25.79 19.06 -20.21
C -24.95 19.71 -24.10
C -23.69 19.50 -17.48
C -26.44 16.75 -20.59
H -25.77 15.95 -22.20
H -27.57 18.25 -21.23
H -17.76 16.41 -23.65
H -24.23 18.56 -17.46
H -22.52 14.27 -25.02
O -24.98 14.90 -13.47
H -27.39 16.23 -20.75
O -19.31 20.58 -19.74
C -18.17 19.95 -21.76
S -22.99 21.48 -20.49
H -23.66 14.61 -15.93
H -25.37 13.95 -21.98
C -18.46 15.78 -17.86
H -18.11 14.87 -18.36
H -19.54 15.96 -17.83
C -22.57 19.40 -16.40
C -26.96 18.17 -20.34
H -25.85 16.29 -19.79
H -27.10 13.64 -17.62
O -21.81 21.50 -19.60
H -26.71 19.26 -23.47
H -23.22 19.29 -25.17
C -25.29 12.93 -18.60
O -21.57 20.38 -16.57
O -22.01 13.49 -17.77
H -17.11 14.03 -24.78
H -19.47 18.74 -20.48
O -24.44 20.66 -17.14
C -17.92 17.02 -18.67
H -21.72 14.33 -18.13
C -18.08 14.52 -24.69
H -16.68 17.71 -19.92
O -18.00 15.66 -16.51
C -23.72 15.62 -15.51
H -24.62 20.71 -23.82
O -25.56 16.75 -21.72
H -25.78 14.68 -24.70
O -24.86 12.46 -17.37
H -24.26 17.94 -24.83
O -17.62 14.89 -22.19
C -21.60 12.55 -18.79
H -20.71 20.23 -16.16
H -27.72 18.27 -19.57
O -19.48 12.13 -17.69
H -23.38 19.61 -18.52
H -16.95 20.10 -20.40
H -22.08 12.81 -19.74
H -17.59 15.50 -26.45
O -16.67 16.93 -19.35
H -23.93 12.72 -17.39
H -28.19 14.09 -19.73
H -18.87 13.78 -24.79
H -19.79 11.76 -19.71
H -18.03 14.74 -16.22
H -24.84 13.90 -18.82
O -22.95 18.41 -23.25
C -26.83 13.12 -18.54
H -19.66 13.41 -19.27
H -18.12 21.03 -21.90
H -24.92 16.85 -14.27
O -22.50 15.87 -14.89
O -18.36 15.29 -25.91
H -19.21 15.49 -23.06
O -27.25 13.90 -19.68
H -25.60 19.91 -24.95
H -19.98 11.53 -17.13
H -25.31 20.38 -16.84
H -23.00 19.54 -15.41
H -22.25 19.07 -23.29
O -22.93 22.56 -21.42
C -23.74 18.78 -24.36
I -22.57 16.69 -19.77
H -22.13 18.40 -16.38
H -22.49 15.22 -14.18
H -20.25 20.02 -21.49
O -17.00 19.42 -21.08
O -23.19 13.74 -24.59
O -26.11 14.71 -23.80
H -23.50 15.41 -23.41
C -20.08 12.46 -18.93
O -25.83 19.24 -23.08
H -18.25 19.66 -22.81
H -22.04 11.59 -18.54
H -27.38 12.18 -18.59
H -23.84 16.17 -16.44
H -17.50 15.63 -21.59
```

***

The following is a quantum chemistry calculation of a cluster of 2 separate species, C5H8N in total in a non-equilibrium geometry, from the OMol25 dataset.

## Properties
- Energy above the lowest of the compared OMol25 structures with the same formula, charge and spin: 213.50 kcal per mole
- Charge: +1
- LUMO energy: -5.20 eV
- Orbital gap: 9.51 eV
- E: -249.48491 Eh
- Spin multiplicity: 1

XYZ file:
```
14
C5H8N ωB97M-V/def2-TZVPD
H -0.36 1.58 0.55
C 1.70 -0.39 -0.41
C 2.91 -0.11 -0.11
N -1.30 -0.09 -0.36
H -0.30 -1.07 1.39
C -0.91 -1.16 0.52
H -0.98 1.74 -1.28
C -1.14 1.35 -0.19
C -0.48 -1.24 -0.87
H -2.19 1.71 0.30
H -2.17 -0.26 -0.81
H 2.93 0.15 0.97
H -1.62 -1.95 0.85
H 3.93 -0.28 -0.56
```